(1)
Density functional theory data (wB97M-V/def2-TZVPD) for a structure of composition C21H11F5LiN3O.

The value obtained for the total energy is -1553.301502 a.u. The HOMO-LUMO gap comes out at 6.463 eV. The value obtained for the LUMO energy is -0.54 eV.

Each line ends with the Mulliken charge.
Atoms and positions in Å:
Li1 0.022 -0.017 0.002  1.22
C1 4.407 0.100 -0.002  -0.86
C2 4.690 1.455 -0.004  -0.39
C3 3.644 2.366 -0.003  -0.74
C4 2.341 1.885 0.000  0.65
N1 2.075 0.575 0.001  0.19
C5 3.075 -0.293 0.000  0.02
C6 1.137 2.757 0.000  0.36
C7 1.159 4.149 0.002  -0.89
C8 -0.051 4.824 0.003  -0.69
C9 -1.242 4.114 0.002  -0.90
C10 -1.178 2.723 0.000  0.34
N2 -0.011 2.093 0.000  0.26
C11 -2.356 1.815 0.000  0.65
C12 -3.672 2.262 -0.003  -0.77
C13 -4.694 1.324 -0.004  -0.39
C14 -4.374 -0.023 -0.002  -0.86
C15 -3.032 -0.381 0.000  0.05
N3 -2.054 0.514 0.001  0.23
H1 5.199 -0.635 -0.003  0.38
H2 5.715 1.803 -0.006  0.44
H3 3.850 3.428 -0.004  0.30
H4 2.788 -1.339 0.001  0.35
H5 2.086 4.704 0.003  0.33
H6 -0.071 5.905 0.004  0.43
H7 -2.184 4.642 0.003  0.33
H8 -3.903 3.317 -0.004  0.30
H9 -5.727 1.644 -0.006  0.44
H10 -5.145 -0.780 -0.003  0.38
H11 -2.717 -1.418 0.001  0.35
F1 -0.021 -7.202 0.003  -0.32
C16 -0.003 -5.860 0.002  0.71
C17 0.008 -5.153 -1.188  0.10
F2 -0.002 -5.821 -2.348  -0.31
C18 0.029 -3.775 -1.183  0.47
F3 0.038 -3.119 -2.359  -0.35
C19 0.041 -3.000 0.001  -0.30
O1 0.061 -1.721 0.001  -1.41
C20 0.029 -3.774 1.186  0.47
F4 0.038 -3.117 2.361  -0.35
C21 0.008 -5.152 1.192  0.10
F5 -0.002 -5.819 2.353  -0.31

---

(2)
Density functional theory data (wB97M-V/def2-TZVPD) for a structure of composition C21H12I2N7O5SSr.

The value obtained for the total energy is -2591.528411 a.u. The HOMO-LUMO gap comes out at 6.556 eV. Its total charge is -1. For the relative energy (zero: lowest compared OMol25 entry of this formula, charge and spin), the calculation gives 47.30 kJ/mol. The value obtained for the LUMO energy is 0.86 eV.

Each line ends with the Mulliken charge.
Atoms and positions in Å:
Sr1 -1.051 0.762 -0.838  1.78
O1 3.253 0.281 0.944  -0.67
C1 2.262 0.453 0.264  -0.41
N1 0.960 0.202 0.630  -0.46
C2 0.531 0.723 1.807  0.32
O2 1.025 1.607 2.485  -0.61
C3 -0.823 0.170 2.299  0.88
C4 -0.842 -0.586 3.465  -0.57
C5 -2.075 -1.006 3.922  -0.28
C6 -3.222 -0.656 3.210  -0.77
C7 -3.100 0.079 2.051  -0.50
N2 -1.904 0.481 1.585  -0.31
C8 2.437 0.914 -1.180  0.59
C9 3.707 1.102 -1.696  -0.60
C10 3.836 1.597 -2.983  -0.17
C11 2.690 1.896 -3.705  -0.91
C12 1.459 1.675 -3.110  -0.59
N3 1.331 1.183 -1.878  0.10
H1 0.089 -0.811 3.964  0.46
H2 -2.160 -1.602 4.822  0.41
H3 -4.203 -0.959 3.549  0.43
H4 -3.962 0.359 1.455  0.58
H5 4.555 0.869 -1.067  0.48
H6 4.815 1.757 -3.415  0.42
H7 2.736 2.290 -4.710  0.42
H8 0.537 1.906 -3.633  0.72
O3 -5.127 -0.465 -3.220  -0.69
S1 -4.726 -0.445 -1.841  0.99
O4 -5.183 0.637 -1.012  -0.65
N4 -3.127 -0.646 -1.692  -0.49
C13 -2.771 -1.697 -0.926  0.62
O5 -1.611 -1.879 -0.560  -0.76
C14 -3.955 -2.547 -0.562  0.31
C15 -3.971 -3.731 0.152  -0.48
C16 -5.199 -4.344 0.371  -0.55
C17 -6.376 -3.774 -0.110  -0.41
C18 -6.357 -2.577 -0.819  -0.66
C19 -5.129 -1.986 -1.034  0.18
H9 -3.046 -4.152 0.522  0.52
H10 -5.245 -5.274 0.922  0.39
H11 -7.322 -4.268 0.073  0.39
H12 -7.269 -2.126 -1.185  0.45
N5 -1.988 2.761 -2.016  -0.70
C20 -2.789 3.590 -1.789  0.50
N6 -3.609 4.560 -1.669  -0.73
C21 -4.349 4.786 -0.605  0.56
N7 -5.014 5.080 0.297  -0.62
I1 -1.556 -0.756 -4.100  0.32
I2 0.400 -0.793 -5.889  -0.22

---

(3)
Density functional theory data (wB97M-V/def2-TZVPD) for the molecule C21H13Cl3F3N7.

The value obtained for the total energy is -2871.527387 a.u. The HOMO-LUMO gap comes out at 8.825 eV. For the relative energy (zero: lowest compared OMol25 entry of this formula, charge and spin), the calculation gives 0.00 kJ/mol. The value obtained for the LUMO energy is -0.32 eV. The SMILES is CC1=Nc2cc(C(F)(F)F)nn2[C@H](c2ccc(Cl)c(Cl)c2)[C@H]1c1ncnn1-c1cccc(Cl)n1.

Each line ends with the Mulliken charge.
Atoms and positions in Å:
C1 2.036 -1.082 -2.497  -1.45
C2 0.820 -0.450 -1.852  0.58
N1 -0.286 -0.456 -2.556  -0.64
C3 -1.384 0.185 -2.024  -0.05
C4 -2.623 0.295 -2.547  -0.72
C5 -3.436 0.937 -1.514  -0.02
C6 -4.917 1.025 -1.625  0.85
F1 -5.293 1.156 -2.948  -0.26
F2 -5.494 2.085 -0.972  -0.27
F3 -5.474 -0.116 -1.146  -0.24
N2 -2.672 1.274 -0.462  -1.41
N3 -1.403 0.822 -0.786  1.27
C7 -0.242 0.772 0.140  0.22
C8 -0.037 2.117 0.755  0.07
C9 -0.008 3.241 -0.086  -0.43
C10 0.239 4.506 0.465  -0.71
C11 0.566 4.660 1.833  0.13
Cl1 1.057 6.237 2.480  -0.19
C12 0.581 3.508 2.641  0.09
Cl2 0.957 3.613 4.338  -0.20
C13 0.234 2.268 2.140  -0.54
C14 1.036 0.336 -0.590  0.75
C15 1.977 -0.305 0.433  -0.69
N4 3.058 0.373 0.678  -0.59
C16 3.737 -0.399 1.609  -0.29
N5 3.168 -1.550 1.892  -1.32
N6 1.990 -1.514 1.174  0.82
C17 1.078 -2.577 1.105  0.94
C18 1.427 -3.840 1.641  -0.67
C19 0.666 -4.968 1.414  -0.42
C20 -0.454 -4.806 0.582  -0.65
C21 -0.785 -3.553 0.125  0.25
Cl3 -2.243 -3.308 -0.721  -0.15
N7 -0.050 -2.460 0.402  -0.13
H1 2.690 -1.564 -1.797  0.33
H2 2.611 -0.311 -3.014  0.32
H3 1.728 -1.820 -3.217  0.43
H4 -2.915 -0.088 -3.493  0.49
H5 -0.463 0.069 0.942  0.71
H6 -0.158 3.224 -1.186  0.34
H7 0.209 5.411 -0.128  0.41
H8 0.224 1.398 2.760  0.53
H9 1.550 1.199 -0.933  0.76
H10 4.676 -0.086 2.081  0.47
H11 2.256 -3.954 2.311  0.43
H12 0.905 -5.914 1.876  0.43
H13 -1.138 -5.589 0.276  0.41

---

(4)
Density functional theory data (wB97M-V/def2-TZVPD) for the molecule C21H13F4N3.

The value obtained for the total energy is -1371.679090 a.u. The HOMO-LUMO gap comes out at 8.236 eV. The value obtained for the LUMO energy is -0.55 eV. The SMILES is Fc1cc(F)cc(/C=C/[C@H](c2cc(F)cc(F)c2)n2nnc3ccccc32)c1.

Each line ends with the Mulliken charge.
Atoms and positions in Å:
F1 6.965 -0.521 -1.635  -0.30
C1 5.826 0.250 -1.550  0.34
C2 5.933 1.633 -1.634  -0.55
C3 4.767 2.379 -1.521  0.37
F2 4.851 3.754 -1.572  -0.30
C4 3.505 1.792 -1.390  -0.76
C5 3.416 0.374 -1.276  0.92
C6 2.177 -0.312 -0.969  -0.21
C7 1.000 0.319 -0.874  -0.64
C8 -0.318 -0.408 -0.653  0.32
C9 -1.544 0.401 -0.958  0.30
C10 -1.571 1.809 -1.097  -0.69
C11 -2.847 2.402 -1.323  0.26
F3 -2.871 3.764 -1.561  -0.30
C12 -3.995 1.651 -1.474  -0.73
C13 -3.914 0.273 -1.308  0.06
F4 -5.026 -0.530 -1.506  -0.31
C14 -2.683 -0.357 -1.089  -0.50
N1 -0.655 -0.800 0.930  0.88
N2 0.270 -0.333 1.715  -0.41
N3 0.050 -0.559 2.991  -0.90
C15 -1.157 -1.262 3.028  0.55
C16 -1.796 -1.738 4.196  -0.70
C17 -2.992 -2.407 4.007  -0.33
C18 -3.519 -2.577 2.694  -0.83
C19 -2.853 -2.103 1.538  -0.56
C20 -1.646 -1.423 1.729  0.85
C21 4.599 -0.393 -1.426  -0.80
H1 6.910 2.118 -1.667  0.43
H2 2.608 2.405 -1.376  0.51
H3 2.258 -1.412 -0.854  0.30
H4 0.904 1.389 -1.192  -0.22
H5 -0.334 -1.487 -1.000  0.36
H6 -0.692 2.444 -0.943  0.49
H7 -4.943 2.120 -1.755  0.45
H8 -2.628 -1.461 -0.973  0.84
H9 -1.292 -1.545 5.147  0.41
H10 -3.547 -2.811 4.879  0.33
H11 -4.478 -3.108 2.607  0.35
H12 -3.264 -2.257 0.550  0.32
H13 4.526 -1.475 -1.438  0.41

---

(5)
Density functional theory data (wB97M-V/def2-TZVPD) for a structure of composition C21H13N3O8W.

Its spin multiplicity is 3. The value obtained for the total energy is -1641.496975 a.u. The HOMO-LUMO gap (spin up / spin down) comes out at 6.799 / 7.423 eV. The expectation value of S² is 2.03. For the relative energy (zero: lowest compared OMol25 entry of this formula, charge and spin), the calculation gives 9.44 kJ/mol. The value obtained for the LUMO energy (spin up / spin down) is -0.84 / -1.00 eV.

Each line ends with the Mulliken charge.
Atoms and positions in Å:
W1 -0.380 0.205 0.290  2.22
O1 2.990 -0.346 -4.054  -0.66
C1 1.772 -0.686 -4.512  0.29
C2 1.682 -1.063 -5.853  -0.66
C3 0.460 -1.393 -6.400  -0.33
C4 -0.706 -1.358 -5.633  -0.82
C5 -0.617 -0.991 -4.308  -0.35
C6 0.609 -0.658 -3.726  0.23
C7 0.643 -0.294 -2.301  1.08
O2 -0.493 -0.312 -1.657  -0.97
N1 1.774 0.031 -1.741  -1.14
N2 1.572 0.362 -0.386  0.34
C8 2.640 0.568 0.301  0.20
C9 2.664 0.907 1.712  0.62
C10 3.912 1.106 2.315  -0.82
C11 4.015 1.428 3.650  -0.73
C12 2.852 1.558 4.411  -0.41
C13 1.610 1.369 3.840  -0.62
C14 1.511 1.039 2.491  0.28
O3 0.279 0.870 1.982  -0.75
H1 2.891 -0.047 -3.126  0.53
H2 2.591 -1.078 -6.440  0.43
H3 0.409 -1.680 -7.443  0.36
H4 -1.661 -1.615 -6.069  0.42
H5 -1.500 -0.960 -3.686  0.47
H6 3.583 0.481 -0.232  0.35
H7 4.806 1.002 1.709  0.36
H8 4.986 1.576 4.102  0.40
H9 2.920 1.810 5.462  0.38
H10 0.697 1.469 4.412  0.45
O4 -5.335 -0.635 3.704  -0.51
C15 -4.303 -0.444 2.864  1.10
C16 -4.165 0.718 2.101  -0.50
C17 -3.070 0.807 1.278  0.13
N3 -2.208 -0.184 1.182  -0.15
C18 -2.286 -1.267 1.939  0.51
C19 -3.334 -1.451 2.803  -0.67
C20 -1.066 -2.172 1.773  0.10
O5 -0.908 -3.154 2.437  -0.59
O6 -0.235 -1.720 0.833  -0.79
C21 -2.644 2.024 0.460  0.32
O7 -3.309 3.018 0.397  -0.61
O8 -1.472 1.826 -0.136  -0.78
H11 -5.932 0.121 3.672  0.31
H12 -4.860 1.547 2.156  0.45
H13 -3.386 -2.335 3.425  0.56